Record 1
Computed, not measured: a cluster of 2 separate species, C4H10Cl2N2 in total at a distorted geometry, with ωB97M-V/def2-TZVPD.

Cartesian coordinates (Å):
N  0.09013  0.19006  -1.60891
H  1.91503  -0.21494  1.21131
H  -0.06784  1.09389  1.47344
Cl  -2.38067  -1.31957  -0.80870
H  -2.35726  0.38599  1.00538
H  0.15987  2.01296  0.04661
C  0.65686  1.50213  0.88373
N  -2.02592  -0.43546  1.49605
C  0.56045  -0.44302  -0.46988
H  -0.82106  -0.17336  -1.75476
H  0.50421  0.00877  -2.52833
H  -0.74344  -2.01256  0.74987
H  1.29878  2.06696  1.48988
Cl  1.22210  -2.11422  -0.62852
C  -1.32326  -1.12654  0.49388
H  2.25842  0.64480  -0.27142
H  -1.46557  -0.12211  2.27606
C  1.50315  0.32776  0.40978

Summary:
- Multiplicity: 1
- HOMO energy: -8.2 eV
- Frontier orbital gap: 9.035 eV
- Energy above the lowest of the compared OMol25 structures with the same formula, charge and spin: 12.61 kcal/mol



Record 2
Computed, not measured: a structure of composition C4H6N2O at a distorted geometry, with ωB97M-V/def2-TZVPD.

Cartesian coordinates (Å):
H  -1.27356  0.92346  0.53691
H  -1.37971  -2.13255  -1.27405
N  -1.14122  -1.33137  -0.71172
C  0.53038  2.09443  0.26896
H  0.03889  2.98852  -0.11752
C  -0.08329  -1.38411  0.01510
C  -0.34660  0.85664  -0.03407
H  -0.92848  0.07090  -0.98261
N  1.27028  -3.56882  0.36894
H  1.52523  2.04118  -0.18509
H  0.69738  2.28332  1.35202
O  0.39354  -0.27182  0.52075
C  0.69714  -2.56979  0.24238

Summary:
- Multiplicity: 1
- HOMO energy: -9.5 eV
- Frontier orbital gap: 9.550 eV
- Energy above the lowest of the compared OMol25 structures with the same formula, charge and spin: 79.33 kcal/mol



Record 3
Computed, not measured: a structure of composition C20H22BCl5HfN3PSe, with ωB97M-V/def2-TZVPD.

Cartesian coordinates (Å):
N  -4.71287  0.14773  -0.60720
H  1.42192  -3.70237  -0.52140
H  -3.18068  -0.88674  -1.60565
Se  -3.08814  -0.24578  1.81006
C  1.41646  1.86927  -0.19392
C  -4.59979  0.03995  0.72398
H  0.83472  2.62356  6.28461
H  0.53604  -2.86563  4.15479
C  0.17248  -2.62031  3.15675
P  0.55717  -0.87370  2.81674
H  -6.37890  0.43135  -1.94438
H  -7.79432  0.40217  0.40827
C  -6.73837  0.30667  0.22775
C  -0.03269  0.05875  4.25264
H  -1.82887  -1.12207  4.46801
C  2.36823  -0.80458  2.88345
Cl  -2.19299  3.33081  0.49857
C  -1.72021  0.42915  5.93138
Cl  3.88617  2.77320  -0.75927
B  0.22191  -3.81433  -0.54656
C  2.22360  2.96466  -0.42688
Cl  2.03502  0.22806  -0.24779
C  0.24245  1.81860  5.87139
C  -3.62733  0.10595  -1.57607
C  -6.04176  0.32267  -0.92895
H  -2.88007  0.86392  -1.33410
H  -4.03250  0.33281  -2.55786
H  -7.19616  0.35693  2.79596
H  0.66999  -3.24803  2.41572
H  -2.65756  0.14887  6.39272
H  -1.33671  2.03245  7.30379
H  2.74517  0.19144  2.65996
Hf  -0.74058  0.02246  0.61828
Cl  2.56505  5.61328  -0.66240
C  -0.50105  3.22478  0.13105
H  -0.26117  -4.35181  0.41750
C  0.25119  4.36815  -0.09543
C  -1.25543  -0.27986  4.83668
H  2.77780  -1.50640  2.15710
H  -0.89829  -2.81356  3.10275
H  -0.16474  -4.30678  -1.58496
N  -5.83014  0.12894  1.24597
N  -0.89934  -1.38528  -0.83101
H  -5.51957  0.75117  3.22345
C  0.05987  1.95037  0.08562
C  0.71268  1.11672  4.77232
C  -6.15797  0.06690  2.66959
C  -0.38566  -2.44353  -0.68247
H  2.67993  -1.09889  3.88588
C  1.62195  4.23060  -0.37816
H  1.66381  1.39396  4.33627
C  -0.97428  1.48121  6.44690
H  -6.01784  -0.94518  3.04491
Cl  -0.47064  5.91093  -0.02249

Summary:
- Multiplicity: 1
- HOMO energy: -14.7 eV
- Frontier orbital gap: 7.199 eV
- Energy above the lowest of the compared OMol25 structures with the same formula, charge and spin: 3.97 kcal/mol
- Net charge: +2



Which of these has the highest HOMO energy? C4H10Cl2N2